{"formula": "C29H32FN6O3PdS2", "method": "ωB97M-V/def2-TZVPD", "spin_multiplicity": 1, "e_tot_ha": -2702.72970, "largest_force_ev_per_a": 0.988, "total_charge": -1, "homo_lumo_gap_ev": 4.349, "symbols": ["Pd", "C", "C", "C", "C", "C", "C", "C", "F", "C", "C", "C", "O", "C", "C", "N", "C", "C", "O", "O", "H", "H", "H", "H", "H", "H", "H", "H", "H", "H", "H", "C", "C", "N", "C", "C", "S", "C", "C", "S", "C", "N", "C", "H", "H", "H", "H", "H", "H", "H", "H", "C", "C", "N", "C", "N", "C", "C", "C", "N", "C", "H", "H", "H", "H", "H", "H", "H", "H", "H", "H", "H", "H", "H"], "xyz": [[1.31, -1.65, 0.39], [-6.24, -0.21, -1.43], [-5.93, -0.06, 0.06], [-6.50, 1.22, 0.66], [-5.81, 2.44, 0.05], [-4.32, 2.32, 0.20], [-3.52, 3.45, 0.20], [-2.14, 3.31, 0.25], [-1.38, 4.43, 0.20], [-1.54, 2.08, 0.37], [-2.33, 0.94, 0.46], [-1.70, -0.37, 0.73], [-0.63, -0.45, 1.33], [-2.51, -1.49, 0.28], [-3.84, -1.31, 0.13], [-4.49, -0.11, 0.29], [-3.73, 1.05, 0.31], [-1.92, -2.82, -0.21], [-2.73, -3.78, -0.26], [-0.74, -2.79, -0.61], [-7.32, -0.14, -1.61], [-5.89, -1.18, -1.79], [-5.73, 0.55, -2.01], [-6.37, -0.91, 0.59], [-6.32, 1.21, 1.73], [-7.58, 1.25, 0.49], [-6.17, 3.35, 0.53], [-6.07, 2.52, -1.01], [-3.96, 4.43, 0.12], [-0.47, 1.96, 0.37], [-4.45, -2.16, -0.14], [4.71, 0.22, 1.44], [4.81, -1.12, 0.81], [3.91, -2.04, 0.80], [4.38, -3.21, 0.24], [5.65, -3.14, -0.23], [6.32, -1.59, 0.04], [3.61, -4.46, 0.24], [4.14, -5.67, -0.06], [2.97, -6.91, 0.12], [1.80, -5.68, 0.62], [2.29, -4.49, 0.62], [0.43, -6.11, 0.96], [3.67, 0.52, 1.45], [5.31, 0.95, 0.89], [5.07, 0.18, 2.47], [6.24, -3.92, -0.70], [5.15, -5.90, -0.36], [0.28, -7.17, 0.78], [-0.27, -5.52, 0.37], [0.20, -5.88, 2.01], [2.44, 3.65, 1.46], [1.48, 2.55, 1.89], [1.69, 1.40, 1.03], [1.91, 1.50, -0.32], [1.80, 0.44, -1.04], [2.05, 0.49, -2.46], [3.06, 1.59, -2.81], [2.56, 2.89, -2.21], [2.37, 2.73, -0.79], [2.18, 3.94, -0.01], [3.47, 3.30, 1.59], [2.29, 4.55, 2.06], [0.45, 2.93, 1.84], [1.66, 2.24, 2.92], [1.23, 0.51, 1.25], [1.11, 0.67, -2.99], [2.42, -0.48, -2.77], [3.18, 1.69, -3.89], [4.03, 1.33, -2.37], [1.63, 3.20, -2.71], [3.29, 3.69, -2.36], [1.16, 4.35, -0.13], [2.88, 4.69, -0.38]]}